No. 1
{
  "formula": "C45H37N11S3Sn",
  "method": "the ωB97M-V functional and the def2-TZVPD basis",
  "fmax_ev_per_a": 4.54,
  "total_energy_ev": -101954.859,
  "orbital_gap_ev": [5.00, 3.11],
  "charge": 4,
  "elements": ["Sn", "S", "N", "C", "C", "C", "C", "C", "N", "C", "C", "N", "C", "C", "C", "C", "C", "N", "H", "H", "H", "H", "H", "H", "S", "C", "N", "C", "C", "N", "C", "C", "C", "C", "C", "C", "C", "C", "S", "C", "C", "C", "C", "C", "C", "C", "H", "H", "H", "H", "H", "H", "H", "H", "H", "H", "H", "H", "H", "H", "H", "H", "H", "H", "N", "C", "C", "C", "C", "C", "C", "N", "C", "C", "C", "C", "N", "C", "C", "H", "H", "H", "H", "H", "H", "H", "H", "H", "N", "C", "C", "C", "N", "H", "H", "H", "H"],
  "positions_angstrom": [[-1.662, -0.592, 0.401], [-5.076, -3.119, 6.955], [-3.953, -1.939, 6.743], [-3.740, -1.845, 5.385], [-2.789, -0.943, 4.815], [-1.846, -0.218, 5.540], [-0.883, 0.511, 4.778], [-0.858, 0.447, 3.384], [-1.872, -0.154, 2.677], [-2.762, -0.926, 3.352], [-3.641, -1.783, 2.631], [-3.585, -1.769, 1.239], [-4.251, -2.678, 0.539], [-5.231, -3.478, 1.153], [-5.530, -3.400, 2.492], [-4.649, -2.626, 3.236], [-4.543, -2.788, 4.708], [-5.422, -3.520, 5.428], [-1.933, -0.224, 6.624], [-0.125, 1.052, 5.334], [-0.131, 1.037, 2.823], [-4.010, -2.802, -0.521], [-5.811, -4.190, 0.509], [-6.288, -4.002, 3.007], [-0.245, 1.577, -0.470], [-1.373, 2.600, -1.227], [-0.923, 3.643, -2.020], [-1.853, 4.508, -2.732], [-3.195, 3.753, -3.170], [-3.717, 2.768, -2.166], [-5.176, 2.611, -2.203], [-5.523, 1.447, -3.119], [-6.027, 1.727, -4.422], [-6.345, 0.729, -5.322], [-6.321, -0.585, -4.861], [-5.992, -0.883, -3.562], [-5.649, 0.106, -2.681], [-2.867, 2.323, -1.179], [-3.503, 1.358, 0.093], [0.442, 4.118, -1.993], [1.221, 3.739, -3.237], [1.470, 2.395, -3.546], [2.071, 2.080, -4.755], [2.630, 3.103, -5.546], [2.432, 4.426, -5.218], [1.796, 4.757, -4.005], [-1.284, 4.904, -3.625], [-2.190, 5.385, -2.130], [-2.980, 3.218, -4.113], [-3.929, 4.553, -3.370], [-5.528, 3.577, -2.590], [-5.507, 2.372, -1.207], [-6.075, 2.732, -4.760], [-6.680, 0.841, -6.360], [-6.733, -1.424, -5.445], [-6.044, -1.932, -3.193], [-5.574, -0.124, -1.586], [0.842, 3.695, -1.119], [0.373, 5.200, -1.886], [1.191, 1.634, -2.806], [2.095, 1.021, -5.067], [3.119, 2.800, -6.484], [2.747, 5.254, -5.924], [1.513, 5.771, -3.716], [7.211, -1.809, 2.111], [8.550, -1.454, 1.994], [9.692, -2.105, 2.411], [10.935, -1.638, 1.947], [10.943, -0.560, 1.025], [9.766, 0.129, 0.669], [8.506, -0.354, 1.141], [7.233, -0.004, 0.808], [6.444, -0.858, 1.450], [5.004, -0.745, 1.529], [4.307, -0.176, 0.459], [2.905, -0.194, 0.374], [2.177, -0.660, 1.374], [2.817, -1.054, 2.485], [4.209, -1.221, 2.594], [6.846, -2.611, 2.591], [9.625, -2.967, 3.118], [11.840, -2.148, 2.246], [11.874, -0.255, 0.576], [9.698, 1.010, -0.010], [4.738, 0.139, -0.483], [2.409, 0.257, -0.497], [2.214, -1.056, 3.389], [4.621, -1.545, 3.572], [0.826, -3.343, 1.502], [0.736, -4.246, 0.498], [0.114, -5.336, 1.054], [-0.175, -4.992, 2.366], [0.275, -3.740, 2.655], [1.155, -2.348, 1.413], [1.182, -4.089, -0.475], [-0.129, -6.231, 0.519], [-0.663, -5.624, 3.085]]
}


No. 2
{
  "formula": "C45H37N3O5PPtS",
  "method": "the ωB97M-V functional and the def2-TZVPD basis",
  "fmax_ev_per_a": 1.46,
  "total_energy_ev": -85335.568,
  "orbital_gap_ev": [4.94, 5.25],
  "charge": 1,
  "elements": ["Pt", "C", "O", "C", "C", "C", "C", "C", "C", "N", "N", "C", "C", "O", "C", "C", "C", "C", "C", "C", "C", "C", "H", "H", "H", "H", "H", "H", "H", "H", "H", "H", "H", "H", "H", "C", "C", "C", "C", "C", "C", "C", "P", "C", "C", "C", "C", "C", "C", "C", "C", "C", "C", "C", "C", "C", "C", "H", "H", "H", "H", "H", "H", "H", "H", "H", "H", "H", "H", "H", "H", "H", "H", "H", "H", "H", "H", "O", "S", "O", "N", "C", "O", "C", "C", "C", "C", "C", "C", "H", "H", "H", "H"],
  "positions_angstrom": [[-0.119, -0.053, 0.149], [-1.440, -0.768, -3.776], [-0.419, -0.895, -2.787], [0.771, -1.355, -3.168], [1.090, -1.605, -4.494], [2.349, -2.064, -4.841], [3.324, -2.281, -3.869], [3.034, -2.043, -2.553], [1.757, -1.579, -2.154], [1.547, -1.307, -0.831], [2.490, -1.598, -0.022], [3.032, -0.789, 0.839], [2.660, 0.648, 0.817], [1.766, 1.064, 0.037], [3.378, 1.518, 1.683], [4.356, 1.049, 2.497], [4.705, -0.345, 2.572], [5.684, -0.800, 3.453], [5.980, -2.146, 3.532], [5.307, -3.064, 2.729], [4.354, -2.630, 1.833], [4.037, -1.271, 1.748], [-1.579, -1.709, -4.311], [-2.351, -0.520, -3.236], [-1.210, 0.028, -4.487], [0.360, -1.439, -5.272], [2.571, -2.247, -5.884], [4.308, -2.625, -4.153], [3.779, -2.197, -1.784], [3.105, 2.564, 1.664], [4.889, 1.737, 3.142], [6.189, -0.087, 4.090], [6.740, -2.493, 4.219], [5.527, -4.119, 2.812], [3.825, -3.327, 1.195], [-1.883, -3.150, -1.466], [-2.956, -3.332, -0.427], [-3.795, -4.442, -0.516], [-4.792, -4.667, 0.413], [-4.957, -3.788, 1.476], [-4.133, -2.685, 1.588], [-3.144, -2.438, 0.628], [-2.217, -0.875, 0.821], [-2.309, -0.599, 2.616], [-2.935, 0.547, 3.103], [-3.003, 0.785, 4.466], [-2.446, -0.125, 5.349], [-1.838, -1.276, 4.869], [-1.746, -1.531, 3.506], [-1.049, -2.781, 3.042], [-3.315, 0.378, 0.089], [-4.705, 0.258, 0.063], [-5.474, 1.263, -0.495], [-4.859, 2.396, -1.013], [-3.479, 2.510, -0.997], [-2.687, 1.493, -0.464], [-1.194, 1.592, -0.544], [-1.295, -4.063, -1.567], [-1.211, -2.334, -1.207], [-2.335, -2.941, -2.438], [-3.651, -5.141, -1.332], [-5.442, -5.526, 0.314], [-5.723, -3.962, 2.220], [-4.255, -2.018, 2.430], [-3.384, 1.251, 2.412], [-3.485, 1.680, 4.837], [-2.458, 0.060, 6.415], [-1.401, -1.979, 5.567], [-0.232, -3.024, 3.720], [-0.626, -2.654, 2.045], [-1.744, -3.624, 3.021], [-5.185, -0.614, 0.484], [-6.551, 1.163, -0.530], [-5.457, 3.190, -1.439], [-3.007, 3.387, -1.424], [-0.815, 2.491, -0.053], [-0.878, 1.642, -1.590], [3.528, 0.148, 5.852], [2.116, -0.006, 5.635], [1.316, -0.515, 6.709], [1.841, -0.878, 4.265], [1.196, -0.184, 3.363], [0.818, -0.671, 2.250], [0.948, 1.250, 3.749], [0.362, 2.253, 3.000], [0.265, 3.526, 3.550], [0.724, 3.778, 4.838], [1.311, 2.767, 5.593], [1.419, 1.520, 5.019], [-0.015, 2.039, 2.012], [-0.181, 4.325, 2.971], [0.627, 4.769, 5.261], [1.668, 2.948, 6.598]]
}


No. 3
{
  "formula": "C45H38Br9N7O14",
  "method": "the ωB97M-V functional and the def2-TZVPD basis",
  "fmax_ev_per_a": 3.84,
  "total_energy_ev": -716735.624,
  "orbital_gap_ev": 8.61,
  "charge": 0,
  "elements": ["C", "Br", "Br", "Br", "H", "C", "Br", "Br", "Br", "H", "C", "Br", "Br", "Br", "H", "C", "C", "C", "C", "C", "C", "N", "O", "O", "H", "H", "H", "H", "H", "C", "C", "C", "C", "C", "C", "N", "O", "O", "H", "H", "H", "H", "H", "C", "C", "C", "C", "C", "C", "N", "O", "O", "H", "H", "H", "H", "H", "C", "C", "C", "C", "C", "C", "N", "O", "O", "H", "H", "H", "H", "H", "C", "C", "C", "C", "C", "C", "N", "O", "O", "H", "H", "H", "H", "H", "C", "C", "C", "C", "C", "C", "N", "O", "O", "H", "H", "H", "H", "H", "C", "C", "C", "C", "C", "C", "N", "O", "O", "H", "H", "H", "H", "H"],
  "positions_angstrom": [[0.964, 10.875, 11.127], [1.899, 9.388, 11.968], [-0.423, 11.537, 12.336], [0.147, 10.214, 9.412], [1.695, 11.658, 10.924], [-13.020, 19.820, 3.573], [-12.435, 20.082, 1.695], [-13.024, 21.525, 4.650], [-11.835, 18.534, 4.438], [-14.034, 19.427, 3.491], [-13.703, 13.395, 0.600], [-13.359, 13.463, 2.584], [-15.198, 14.642, 0.399], [-14.223, 11.591, 0.008], [-12.837, 13.775, 0.059], [-5.877, 25.656, 6.600], [-5.217, 24.674, 7.305], [-5.363, 23.308, 6.986], [-6.191, 22.908, 5.903], [-6.954, 23.902, 5.263], [-6.737, 25.255, 5.593], [-6.312, 21.474, 5.548], [-5.662, 20.683, 6.255], [-7.175, 21.068, 4.718], [-5.773, 26.657, 6.993], [-4.523, 24.951, 8.085], [-4.972, 22.533, 7.629], [-7.717, 23.644, 4.543], [-7.390, 25.934, 5.065], [-4.643, 17.064, 12.745], [-4.732, 18.398, 12.341], [-4.453, 19.405, 13.250], [-4.039, 19.080, 14.545], [-3.879, 17.783, 14.913], [-4.195, 16.750, 13.989], [-3.773, 20.169, 15.518], [-3.157, 19.939, 16.595], [-4.040, 21.284, 15.173], [-5.044, 16.300, 12.096], [-5.054, 18.586, 11.327], [-4.474, 20.444, 12.954], [-3.598, 17.448, 15.901], [-4.120, 15.757, 14.408], [-10.146, 3.880, 9.825], [-10.918, 5.016, 9.934], [-12.319, 4.911, 9.837], [-12.973, 3.674, 9.686], [-12.158, 2.516, 9.710], [-10.738, 2.579, 9.708], [-14.405, 3.597, 9.490], [-14.798, 2.638, 8.898], [-15.118, 4.537, 9.914], [-9.074, 3.973, 9.917], [-10.488, 5.994, 10.090], [-12.862, 5.841, 9.914], [-12.575, 1.524, 9.795], [-10.133, 1.686, 9.665], [-2.526, 5.627, 12.390], [-3.369, 5.920, 11.346], [-4.218, 7.025, 11.407], [-4.207, 7.852, 12.602], [-3.369, 7.438, 13.680], [-2.504, 6.326, 13.554], [-5.032, 9.072, 12.621], [-5.021, 9.718, 13.657], [-5.600, 9.368, 11.606], [-1.842, 4.812, 12.206], [-3.518, 5.228, 10.531], [-4.885, 7.157, 10.569], [-3.216, 7.988, 14.597], [-1.858, 6.095, 14.389], [-10.372, 16.709, 11.347], [-11.118, 16.377, 10.246], [-11.471, 15.030, 9.972], [-10.903, 14.035, 10.781], [-10.081, 14.376, 11.894], [-9.839, 15.731, 12.167], [-11.206, 12.617, 10.436], [-10.912, 11.718, 11.212], [-11.712, 12.445, 9.392], [-10.200, 17.758, 11.537], [-11.534, 17.162, 9.632], [-12.155, 14.889, 9.149], [-9.679, 13.721, 12.652], [-9.279, 16.030, 13.041], [-5.697, 14.144, 7.206], [-6.977, 14.175, 6.702], [-7.655, 12.994, 6.478], [-7.063, 11.772, 6.729], [-5.756, 11.745, 7.068], [-4.987, 12.985, 7.325], [-7.843, 10.525, 6.583], [-7.362, 9.445, 6.965], [-8.932, 10.640, 6.036], [-5.149, 15.045, 7.439], [-7.469, 15.118, 6.515], [-8.670, 13.049, 6.114], [-5.217, 10.820, 7.212], [-3.991, 12.980, 7.743], [-1.878, 16.404, 2.098], [-1.665, 16.517, 3.448], [-0.612, 15.866, 4.124], [0.357, 15.201, 3.298], [0.090, 15.026, 1.909], [-1.007, 15.643, 1.304], [1.462, 14.484, 3.900], [2.392, 14.079, 3.194], [1.376, 14.233, 5.086], [-2.816, 16.833, 1.778], [-2.401, 17.059, 4.023], [-0.495, 15.920, 5.196], [0.772, 14.434, 1.316], [-1.195, 15.484, 0.252]]
}